Entry 1:
Molecular formula: C12H19AlF4NO5
Method: DFT, ωB97M-V with the def2-TZVPD basis set

Element x y z (Å)
1 C 0.90388 -3.61926 -2.35564
2 C 2.24062 -2.91744 -2.57101
3 C 2.15973 -1.38589 -2.64645
4 C 1.04998 -0.78596 -1.82918
5 N 1.13279 0.66699 -1.80343
6 C 0.55058 1.27085 -0.61230
7 C 1.64835 1.27690 0.49019
8 C 1.16344 1.36151 1.89058
9 O 0.16011 1.88329 2.27772
10 O 2.06084 0.76968 2.81788
11 C 1.82048 -0.57242 3.00574
12 C 0.70933 -0.90027 3.96028
13 O 2.49733 -1.42064 2.45529
14 C -0.79083 0.68259 -0.21595
15 C -1.76649 1.83591 -0.44816
16 C -0.89438 3.04574 -0.38063
17 O -1.09120 4.17642 0.02480
18 O 0.32486 2.64433 -0.91789
19 H 0.96376 -4.67679 -2.56192
20 H 0.17404 -3.21136 -3.04542
21 H 0.51973 -3.45923 -1.36303
22 H 2.89151 -3.17429 -1.74702
23 H 2.67860 -3.31053 -3.47600
24 H 2.12336 -1.06963 -3.68105
25 H 3.10448 -1.01723 -2.25836
26 H 0.09545 -1.07073 -2.24419
27 H 1.07936 -1.23705 -0.83547
28 H 2.10558 0.92450 -1.85009
29 H 2.23251 2.17399 0.33137
30 H 2.33914 0.45313 0.39752
31 H 1.17316 -1.40828 4.79185
32 H 0.01932 -1.58206 3.49354
33 H 0.23045 0.00240 4.30111
34 H -0.89008 0.37066 0.80889
35 H -1.16354 -0.12265 -0.82639
36 H -2.17753 1.78143 -1.44786
37 H -2.64211 1.82660 0.18100
38 F -5.67650 2.06668 3.27143
39 Al -5.75295 1.96638 1.58189
40 F -4.41087 1.07549 1.01244
41 F -5.71988 3.51674 0.90404
42 F -7.17641 1.16951 1.11989

Values from the calculation:
**Kohn-Sham gap**: 9.842 eV
**Strongest force on any atom**: 2.47 eV/A
**Energy**: -41958.0353 eV
**Spin multiplicity**: 1
**Charge**: -1

***

Entry 2:
Molecular formula: C5H12O3
Method: DFT, ωB97M-V with the def2-TZVPD basis set

Element x y z (Å)
1 C 0.52829 1.13067 0.21543
2 C -1.56210 -0.30655 0.22307
3 C 2.44111 0.59227 -0.23655
4 C -0.02550 0.12946 -0.65800
5 C -2.20774 -1.37584 -0.62321
6 O 0.57020 1.00630 1.56604
7 O -2.40820 0.81207 0.31656
8 O 2.52665 -0.43505 0.79734
9 H 1.28207 0.30180 1.73076
10 H -2.00849 1.41415 0.96777
11 H 3.14818 -1.14255 0.57230
12 H 0.28606 2.15835 -0.06109
13 H -1.33295 -0.68868 1.22140
14 H 2.74990 0.17918 -1.20005
15 H 3.07836 1.43045 0.06017
16 H -0.42903 0.55553 -1.57335
17 H 0.49659 -0.80734 -0.81746
18 H -2.39762 -1.00935 -1.63602
19 H -1.56979 -2.26108 -0.67549
20 H -3.16600 -1.68378 -0.18963

Values from the calculation:
**Kohn-Sham gap**: 8.780 eV
**Energy above the lowest of the compared OMol25 structures with the same formula, charge and spin**: 3.939 eV
**Strongest force on any atom**: 6.01 eV/A
**Energy**: -11518.8270 eV
**Spin multiplicity**: 1
**Charge**: 0

***

Entry 3:
Molecular formula: C4H7NO2
Method: DFT, ωB97M-V with the def2-TZVPD basis set

Element x y z (Å)
1 O 1.58864 -0.23624 0.27154
2 C 0.43561 -0.62596 -0.43777
3 C -0.57890 -1.30635 0.52404
4 O -1.18572 -0.38251 1.45696
5 C -0.99157 0.91835 1.18070
6 N -0.68466 1.31482 0.00305
7 C -0.51034 0.43127 -0.97405
8 H 1.44139 0.65178 0.62624
9 H 0.74902 -1.34771 -1.19514
10 H -1.38527 -1.82144 -0.00411
11 H -0.01027 -2.01549 1.12754
12 H -1.17647 1.58525 2.01596
13 H 0.81626 1.37850 -2.45252
14 H 1.52059 1.57132 -2.29313

Values from the calculation:
**Kohn-Sham gap**: 8.285 eV
**Energy above the lowest of the compared OMol25 structures with the same formula, charge and spin**: 5.390 eV
**Strongest force on any atom**: 0.34 eV/A
**Energy**: -9841.8895 eV
**Spin multiplicity**: 1
**Charge**: 0

***

Entry 4:
Molecular formula: C9H12O2
Method: DFT, ωB97M-V with the def2-TZVPD basis set

Element x y z (Å)
1 C -2.02832 2.23423 0.83037
2 C -1.63343 2.05445 -0.72541
3 C -0.83145 0.79498 -0.57065
4 C -1.41851 -0.44279 -1.01091
5 C -0.44806 -1.44386 -1.36352
6 C 0.79326 -1.41863 -0.76134
7 C 1.14667 -0.36481 0.17479
8 C 2.94254 -1.32234 1.50022
9 C 0.29996 0.74243 0.17466
10 H -1.16973 2.02809 1.47723
11 H -2.85272 1.41985 1.13753
12 H -2.57375 3.00153 1.14369
13 H -2.67833 1.63847 -1.18995
14 H -1.18468 3.05712 -1.00301
15 H -2.47762 -0.46384 -1.37500
16 H -0.87296 -2.44795 -1.77743
17 H 0.95615 -3.15125 -1.69203
18 H 1.84090 -2.16656 1.43332
19 H 2.86000 -0.62570 2.68454
20 H 4.37211 -1.94028 1.04009
21 H 0.76197 1.60687 0.74592
22 O 1.80682 -2.46754 -1.43523
23 O 2.38920 -0.32247 0.56213

Values from the calculation:
**Kohn-Sham gap**: 8.510 eV
**Energy above the lowest of the compared OMol25 structures with the same formula, charge and spin**: 8.977 eV
**Strongest force on any atom**: 6.44 eV/A
**Energy**: -13613.6250 eV
**Spin multiplicity**: 1
**Charge**: 0

***

Entry 5:
Molecular formula: C5H7NO2
Method: DFT, ωB97M-V with the def2-TZVPD basis set

Element x y z (Å)
1 C 1.70408 0.06416 1.23822
2 C 1.40180 0.82757 -0.02679
3 O 2.23789 1.18891 -0.81704
4 C -0.13999 1.17835 -0.08615
5 O -0.83982 1.66486 0.77875
6 C -0.50006 0.36178 -1.22685
7 C -1.27224 -0.76247 -1.11414
8 N -1.89566 -1.15163 0.01980
9 H 1.02433 -0.77944 1.35631
10 H 2.74555 -0.26453 1.22348
11 H 1.56849 0.73412 2.08909
12 H 0.01684 0.57343 -2.15224
13 H -1.38964 -1.41060 -1.97451
14 H -1.95297 -0.47228 0.75943
15 H -2.70859 -1.75223 -0.06736

Values from the calculation:
**Kohn-Sham gap**: 8.803 eV
**Energy above the lowest of the compared OMol25 structures with the same formula, charge and spin**: 1.343 eV
**Strongest force on any atom**: 2.43 eV/A
**Energy**: -10882.2739 eV
**Spin multiplicity**: 1
**SMILES**: CC(=O)C(=O)/C=C\N
**Charge**: 0

***

Entry 6:
Molecular formula: C6H12N2O3
Method: DFT, ωB97M-V with the def2-TZVPD basis set

Element x y z (Å)
1 C -1.55756 -2.31616 -2.29257
2 C -0.68984 -1.08125 -2.07660
3 N 0.75411 -1.29279 -2.28882
4 C -0.94991 -0.50946 -0.67008
5 O -2.06573 -0.52507 -0.16933
6 N 0.11631 0.02672 -0.05347
7 C -0.02188 0.69777 1.21149
8 C -0.11279 -0.26716 2.37905
9 C 1.12053 1.68041 1.45594
10 O 1.24691 2.33033 2.49642
11 O 1.95453 1.82806 0.40589
12 H -1.48365 -2.69744 -3.33243
13 H -2.60205 -2.09209 -2.11760
14 H -1.16599 -3.14292 -1.62625
15 H -0.98059 -0.28127 -2.75385
16 H 1.02269 -2.19877 -1.79311
17 H 0.97760 -1.39891 -3.23855
18 H 0.97910 0.06940 -0.63185
19 H -0.92709 1.26483 1.23031
20 H 0.79267 -0.87882 2.38971
21 H -0.99034 -0.85481 2.26029
22 H -0.15548 0.27651 3.38300
23 H 2.62319 2.50530 0.71918

Values from the calculation:
**Kohn-Sham gap**: 10.178 eV
**Energy above the lowest of the compared OMol25 structures with the same formula, charge and spin**: 0.187 eV
**Strongest force on any atom**: 3.00 eV/A
**Energy**: -15540.3123 eV
**Spin multiplicity**: 1
**SMILES**: C[C@H](N)C(=O)N[C@@H](C)C(=O)O
**Charge**: 0

***

What is the spin multiplicity in the second record? 1

***

Look up the charge of the second one. 0